[1]
34
Properties=species:S:1:pos:R:3:mulliken_charge:R:1 method="wB97M-V/def2-TZVPD" homo_ha=-0.494 e_above_lowest_ev=0.000 orbital_gap_ev=10.94 total_charge=+1 spin_multiplicity=1 lumo_energy_ev=-2.5
O 0.280 -0.313 0.794 -0.293
H -0.146 0.577 1.034 0.558
H 1.014 -0.108 0.163 0.318
H -0.325 -0.988 0.411 0.413
C -0.547 3.312 0.342 -0.670
O -0.473 2.129 1.184 -0.528
H -1.533 3.762 0.439 0.333
H 0.149 4.052 0.731 0.286
H -0.367 2.980 -0.672 0.221
H -1.130 2.278 1.880 0.288
C -1.668 -0.701 -2.266 -0.562
O -0.856 -1.540 -1.466 -0.439
H -2.678 -1.057 -2.475 0.322
H -1.800 0.229 -1.705 0.155
H -1.206 -0.366 -3.199 0.287
H -0.696 -2.368 -1.932 0.243
C 2.521 -3.194 -0.574 -0.329
O 2.782 -2.084 0.286 -0.480
H 2.729 -4.115 -0.029 0.356
H 1.538 -3.044 -1.027 -0.041
H 3.174 -3.234 -1.460 0.247
H 3.285 -2.400 1.038 0.294
C -3.406 0.399 3.579 -0.589
O -2.086 0.722 3.114 -0.452
H -3.431 0.447 4.670 0.262
H -4.124 1.123 3.203 0.251
H -3.699 -0.595 3.234 0.266
H -1.526 0.007 3.434 0.271
C 2.518 0.375 -2.264 -0.635
O 1.603 1.124 -1.451 -0.455
H 3.292 -0.080 -1.632 0.223
H 1.974 -0.401 -2.801 0.185
H 3.124 1.028 -2.896 0.399
H 1.712 2.047 -1.686 0.299


[2]
36
Properties=species:S:1:pos:R:3:mulliken_charge:R:1 method="wB97M-V/def2-TZVPD" homo_ha=-0.288 e_above_lowest_ev=5.432 orbital_gap_ev=5.28 spin_multiplicity=1 lumo_energy_ev=-2.5
Na 2.136 -2.159 3.669 0.937
B 0.142 -0.744 0.182 0.109
H 0.035 0.125 0.813 -0.218
H -0.313 -0.557 -0.778 -0.269
H 1.192 -0.978 0.092 -0.276
H -0.384 -1.537 0.690 -0.273
C 1.924 3.170 5.501 -0.441
O 2.896 2.127 5.576 -0.528
H 0.929 2.727 5.461 0.195
H 1.963 3.861 6.343 0.234
H 2.186 3.772 4.631 0.237
H 3.785 2.433 5.382 0.303
C -5.421 1.332 3.246 -0.508
O -5.068 0.949 1.933 -0.494
H -5.866 0.478 3.756 0.233
H -4.566 1.719 3.799 0.227
H -6.215 2.076 3.298 0.223
H -4.173 0.600 1.957 0.316
C 1.374 5.331 -2.336 -0.519
O 2.132 4.211 -1.932 -0.498
H 0.310 5.237 -2.118 0.247
H 1.623 6.252 -1.809 0.217
H 1.500 5.380 -3.418 0.230
H 1.548 3.449 -1.946 0.321
C -3.683 -4.930 -2.021 -0.555
O -2.270 -4.934 -2.050 -0.482
H -4.129 -4.897 -1.027 0.242
H -3.983 -3.956 -2.407 0.241
H -4.096 -5.714 -2.656 0.230
H -2.113 -4.061 -1.682 0.320
C 4.805 -3.568 -4.935 -0.496
O 3.363 -3.870 -4.996 -0.482
H 5.422 -4.453 -4.779 0.220
H 4.978 -3.065 -5.886 0.221
H 4.980 -2.776 -4.207 0.241
H 3.056 -3.030 -5.345 0.297


[3]
37
Properties=species:S:1:pos:R:3:mulliken_charge:R:1 method="wB97M-V/def2-TZVPD" homo_ha=-0.309 e_above_lowest_ev=1.699 smiles=NCNCCCCS.O.O.O.O.O orbital_gap_ev=8.67 spin_multiplicity=1 lumo_energy_ev=0.3
C -1.823 -0.915 1.968 -0.721
N -1.773 -0.609 0.559 -0.013
C -2.988 -0.656 -0.161 -0.529
N -2.754 -0.729 -1.599 -0.757
C -0.589 -0.427 2.693 -0.821
C -0.206 1.046 2.385 -1.092
C 1.157 1.141 1.705 -0.465
S 1.846 2.815 1.786 -0.290
H -2.697 -0.501 2.437 0.413
H -1.926 -2.018 2.127 0.331
H -1.135 0.161 0.396 -0.058
H -3.587 0.265 -0.012 0.337
H -3.502 -1.507 0.046 0.422
H -1.809 -1.054 -1.705 0.239
H -2.720 0.257 -1.890 0.330
H 0.311 -1.066 2.516 0.385
H -0.794 -0.534 3.715 0.348
H -0.942 1.547 1.745 0.518
H -0.236 1.635 3.260 0.540
H 1.125 0.866 0.651 0.202
H 1.839 0.499 2.140 0.561
H 3.155 2.539 1.631 0.121
H -0.091 0.251 -4.283 0.289
H -0.410 1.387 -3.296 0.348
O 0.309 0.798 -3.663 -0.616
H 2.374 -1.639 -1.374 0.355
H 2.696 -0.368 -2.133 0.264
O 2.893 -0.850 -1.338 -0.713
H 3.729 0.046 -0.038 0.405
H 4.863 -0.167 0.931 0.315
O 4.200 0.535 0.651 -0.598
H 1.799 -3.312 -3.001 0.309
H 0.933 -3.778 -1.864 0.298
O 1.246 -2.981 -2.240 -0.647
H -1.896 3.073 -1.884 0.244
H -0.940 2.063 -1.080 0.344
O -1.656 2.188 -1.780 -0.598


[4]
36
Properties=species:S:1:pos:R:3:mulliken_spin:R:1 method="wB97M-V/def2-TZVPD" homo_ha="-0.498 / -0.498" e_above_lowest_ev=0.000 orbital_gap_ev="8.31 / 4.20" total_charge=+1 spin_multiplicity=2 lumo_energy_ev="-5.3 / -9.4"
C -2.590 1.791 -0.130 0.010
C -1.623 0.924 -0.869 0.026
C -2.175 0.227 -2.126 0.094
C -1.227 -0.854 -2.539 0.305
C -0.163 -0.767 -3.403 0.460
H -2.212 2.605 0.510 0.003
H -3.444 2.074 -0.746 0.000
H -3.057 1.222 0.708 0.000
H -0.656 1.400 -1.132 -0.003
H -1.338 -0.018 -0.229 0.005
H -2.359 0.808 -3.003 0.024
H -3.171 -0.279 -1.857 0.004
H -1.509 -1.823 -2.107 0.013
H 0.169 0.137 -3.950 0.019
H 0.505 -1.628 -3.671 0.017
H 0.059 1.462 2.186 0.000
H 0.593 1.882 3.622 0.000
O 0.756 1.375 2.834 0.000
H 0.418 -1.566 -1.015 0.005
H 0.825 -2.620 0.001 0.000
O 0.471 -2.515 -0.910 0.018
H 0.489 -2.067 2.686 0.000
H 0.393 -1.141 1.451 0.000
O -0.092 -1.739 2.011 0.000
H -2.242 0.668 2.048 0.000
H -1.528 -0.848 2.224 0.000
O -1.984 -0.051 2.591 0.000
H 2.299 0.542 -0.611 0.000
H 2.818 1.077 -1.941 -0.001
O 3.065 0.910 -1.045 0.001
H 3.498 -1.735 0.418 0.000
H 3.133 -0.928 1.455 0.000
O 2.660 -1.670 0.954 0.000
H 3.296 1.129 1.078 0.000
H 2.665 1.272 2.544 0.000
O 3.258 0.746 1.965 0.000


[5]
38
Properties=species:S:1:pos:R:3:mulliken_spin:R:1 method="wB97M-V/def2-TZVPD" homo_ha="-0.090 / -0.331" e_above_lowest_ev=0.600 orbital_gap_ev="2.44 / 8.90" spin_multiplicity=2 lumo_energy_ev="0.0 / -0.1"
N -1.455 0.806 -2.250 -0.002
C -0.513 -0.174 -2.812 0.222
C -0.231 -1.306 -1.835 0.074
N -0.345 -0.767 -0.494 0.317
C -0.210 -1.587 1.817 0.442
C -1.035 -1.488 0.533 -0.029
C -2.470 -0.944 0.884 0.012
O -3.026 -0.261 -0.295 -0.033
H -1.052 1.351 -1.479 -0.029
H -2.196 0.334 -1.689 -0.013
H -1.758 1.498 -2.914 -0.015
H 0.439 0.321 -3.014 -0.081
H -0.883 -0.479 -3.791 0.041
H -0.957 -2.111 -1.948 -0.024
H 0.761 -1.740 -1.932 0.036
H 0.393 -0.192 -0.108 -0.045
H -0.656 -2.094 2.668 0.001
H 0.013 -0.580 2.187 0.051
H 0.752 -1.982 1.497 -0.176
H -1.241 -2.527 0.249 0.007
H -3.125 -1.799 0.991 -0.018
H -2.372 -0.159 1.632 -0.010
H -3.747 0.253 0.047 0.016
H 3.608 -1.112 -1.389 0.205
H 2.712 -1.342 -0.211 0.122
O 2.681 -0.998 -1.124 -0.163
H 1.749 2.442 1.223 -0.030
H 2.656 2.607 -0.085 -0.019
O 1.775 2.616 0.276 0.337
H 2.920 -0.708 2.746 0.237
H 3.129 -0.518 1.009 0.529
O 2.710 -0.373 1.873 -1.104
H -1.205 3.558 0.062 -0.029
H 0.126 2.812 -0.382 -0.017
O -0.792 3.036 -0.626 0.046
H 1.552 1.038 2.382 0.047
H 0.497 1.046 3.539 0.061
O 0.795 1.524 2.762 0.032


[6]
39
Properties=species:S:1:pos:R:3:mulliken_charge:R:1 method="wB97M-V/def2-TZVPD" homo_ha=-0.191 e_above_lowest_ev=2.714 orbital_gap_ev=8.37 total_charge=-1 spin_multiplicity=1 lumo_energy_ev=3.2
C 0.091 0.861 2.353 -1.427
N 0.947 -0.199 1.837 -0.021
C 0.586 -1.665 1.951 -0.412
O -0.328 -2.019 0.936 -0.623
C -0.932 1.426 1.314 0.402
C -1.992 0.444 0.897 -0.940
N 0.017 1.848 0.167 -0.402
C -0.722 2.808 -0.728 -1.044
H 0.734 1.580 2.669 0.576
H -0.508 0.418 3.146 0.498
H 1.464 -0.079 0.974 -0.273
H 1.523 -2.251 1.826 0.197
H 0.056 -1.951 2.897 0.326
H -1.392 2.379 1.723 0.478
H -1.469 -0.530 0.566 0.119
H -2.556 0.205 1.878 0.275
H -2.569 0.431 0.044 0.473
H 0.429 0.886 -0.211 0.265
H -1.556 2.237 -1.110 0.313
H -1.167 3.587 -0.031 0.307
H -0.024 3.092 -1.408 0.387
H -2.022 -2.415 -0.655 0.278
H -2.166 -2.284 0.797 0.397
O -2.727 -2.336 -0.023 -0.688
H -1.124 -2.050 -2.179 0.292
H -1.325 -1.157 -3.395 0.363
O -1.848 -1.595 -2.751 -0.673
H 1.000 -2.399 -1.175 0.170
H 0.151 -1.610 0.050 0.277
O 0.907 -1.451 -1.050 -0.943
H 0.731 -0.725 -2.577 0.478
H 0.870 0.335 -3.730 0.283
O 0.428 -0.459 -3.527 -0.713
H 1.569 2.639 0.672 0.420
H 2.906 2.195 0.969 0.306
O 2.527 2.973 0.745 -0.730
H 1.956 -0.513 -0.449 0.329
H 2.735 0.459 -1.338 0.317
O 2.644 0.228 -0.416 -0.637


[7]
39
Properties=species:S:1:pos:R:3:mulliken_spin:R:1 method="wB97M-V/def2-TZVPD" homo_ha="-0.524 / -0.515" e_above_lowest_ev=0.512 orbital_gap_ev="11.19 / 5.81" total_charge=+1 spin_multiplicity=2 lumo_energy_ev="-3.1 / -8.2"
C -1.435 1.573 1.154 0.007
N -1.193 0.191 1.583 0.715
C 0.015 -1.826 -1.482 0.011
C 0.147 -0.990 -0.231 0.058
C -1.231 -0.790 0.452 -0.007
C -1.660 -2.120 1.062 0.041
O -2.123 -2.979 0.381 0.051
H -1.462 2.187 2.091 0.009
H -2.356 1.658 0.642 0.009
H -0.625 1.998 0.514 0.062
H -0.351 0.111 2.112 -0.010
H 0.998 -1.981 -2.062 0.009
H -0.698 -1.309 -2.193 0.000
H -0.411 -2.834 -1.279 0.001
H 0.601 -0.017 -0.457 0.002
H 0.825 -1.455 0.515 0.000
H -1.981 -0.479 -0.321 0.008
H -1.576 -2.239 2.180 0.004
H 1.981 -0.818 3.189 0.000
H 2.153 -0.060 1.731 -0.001
O 1.583 -0.176 2.533 0.005
H -2.614 -0.466 2.923 -0.010
H -4.104 -0.772 2.772 -0.003
O -3.334 -0.861 3.367 0.035
H 1.233 3.828 -1.256 0.000
H 1.746 2.391 -1.194 0.000
O 0.976 2.978 -0.941 0.002
H -0.341 2.229 -1.686 -0.001
H -1.314 1.036 -1.458 0.001
O -0.917 1.557 -2.185 0.001
H 0.260 0.772 -3.139 0.000
H 0.807 -0.574 -3.647 0.000
O 1.054 0.370 -3.552 0.000
H 2.191 0.806 -2.437 0.000
H 3.575 1.410 -2.261 0.000
O 2.811 1.219 -1.769 0.000
H 4.068 0.689 0.904 0.000
H 3.089 0.389 -0.263 0.000
O 3.404 0.028 0.575 0.000